Entry from the OMol25 dataset: a 10-piece molecular cluster, C42H77FO18 overall in a non-equilibrium geometry (ωB97M-V/def2-TZVPD).

XYZ file:
```
138
Properties=species:S:1:pos:R:3:forces:R:3:lowdin_charge:R:1
C 7.126 0.419 2.242 -0.57 -0.21 0.25 -0.057
C 5.838 0.352 3.080 0.83 1.92 0.55 -0.189
O 4.976 1.538 2.989 0.70 -0.59 -0.22 -0.022
C 5.386 2.598 3.708 -0.40 0.23 -0.40 -0.539
C 4.397 3.741 3.590 1.45 0.52 0.21 0.028
O 6.377 2.615 4.397 -0.17 -0.14 -0.21 0.090
H 6.956 0.641 1.163 0.00 -0.41 0.79 0.082
H 7.563 -0.581 2.413 0.11 0.36 -0.56 0.081
H 7.817 1.150 2.652 -0.01 0.11 -0.01 0.066
H 5.238 -0.448 2.775 -0.98 -1.06 -0.50 0.073
H 6.087 0.271 4.145 0.12 -0.24 -0.27 0.122
H 4.870 4.520 4.202 -0.32 0.18 -0.43 0.090
H 3.530 3.433 4.125 -1.03 -0.23 0.16 0.070
H 4.157 4.084 2.565 0.21 -0.46 0.64 0.073
C 3.781 1.178 -0.330 -1.98 1.56 -0.08 -0.043
C 4.273 2.352 -1.134 1.90 1.03 0.91 -0.232
O 3.230 3.204 -1.537 -1.57 -0.18 -0.13 -0.002
C 2.660 3.885 -0.526 0.57 1.49 -0.32 -0.519
C 1.353 4.487 -0.923 -0.94 -1.84 -0.33 0.043
O 3.241 4.143 0.500 -0.30 -0.47 0.24 0.083
H 4.559 0.502 -0.125 0.67 -1.03 0.22 0.034
H 2.898 0.753 -0.856 0.85 -0.29 -0.06 0.103
H 3.324 1.545 0.584 0.37 -0.10 0.49 0.054
H 5.038 3.064 -0.682 -0.67 -1.39 0.15 0.147
H 4.744 1.965 -1.999 0.23 -0.11 -1.29 0.104
H 0.758 4.881 -0.132 -0.11 0.03 0.99 0.075
H 0.752 3.742 -1.472 0.20 0.17 0.26 0.081
H 1.479 5.278 -1.595 0.64 1.23 -1.16 0.073
C -4.892 -1.370 1.135 -1.21 -1.22 -1.25 -0.021
C -4.917 -2.300 -0.106 0.85 0.94 0.08 -0.177
O -5.566 -1.778 -1.281 -1.25 -1.05 1.32 0.010
C -4.902 -0.922 -1.999 0.49 0.26 1.05 -0.577
C -5.777 -0.398 -3.061 0.46 0.22 -0.90 0.041
O -3.753 -0.657 -1.727 0.41 0.74 -0.73 0.081
H -5.909 -0.985 1.296 0.37 0.12 0.15 0.088
H -4.148 -0.592 1.094 0.16 0.17 -0.05 0.064
H -4.676 -2.115 1.885 0.22 0.32 0.76 0.040
H -3.886 -2.515 -0.364 0.09 -0.32 -0.04 0.111
H -5.451 -3.204 0.093 -0.28 -0.49 0.26 0.115
H -6.337 0.488 -2.746 0.45 0.04 -0.08 0.105
H -6.508 -1.162 -3.284 -0.11 -0.12 -0.31 0.090
H -5.091 -0.225 -3.893 -0.59 0.44 -0.25 0.086
C -0.929 1.182 -0.919 0.89 0.85 1.96 -0.061
C -0.987 -0.253 -0.492 0.72 -0.07 0.09 -0.161
O 0.235 -0.523 0.338 -1.35 -1.13 -0.49 -0.039
C 0.043 -1.617 1.137 -2.03 0.42 -0.49 -0.552
C 1.203 -1.831 2.010 0.98 -0.80 0.08 0.026
O -1.004 -2.270 1.156 1.79 0.83 -0.05 0.051
H -0.111 1.339 -1.586 0.52 0.17 -0.52 0.053
H -0.794 1.868 -0.048 0.18 -0.66 -0.30 0.084
H -1.817 1.569 -1.340 -1.22 -0.18 -0.88 0.057
H -1.801 -0.472 0.194 -0.28 -0.06 -0.56 0.100
H -0.970 -0.914 -1.394 -0.15 0.28 1.01 0.114
H 0.884 -2.447 2.872 0.24 0.79 -0.16 0.105
H 1.696 -0.846 2.209 -0.18 -1.18 0.12 0.105
H 1.872 -2.518 1.431 -0.09 0.78 0.38 0.095
C 6.161 -2.822 -2.987 -1.09 -1.21 0.93 -0.057
C 5.493 -2.156 -1.776 -0.15 1.03 -0.71 -0.226
O 5.414 -3.153 -0.757 -0.09 -1.21 0.42 -0.021
C 4.959 -2.785 0.465 1.61 0.01 -0.80 -0.514
C 5.058 -3.860 1.530 -0.69 2.07 0.57 0.047
O 4.649 -1.647 0.656 -0.75 0.63 0.74 0.079
H 6.370 -2.288 -3.907 -0.22 0.64 0.27 0.077
H 5.534 -3.688 -3.231 0.24 0.03 -0.24 0.078
H 7.076 -3.206 -2.568 0.59 -0.28 -0.24 0.070
H 6.196 -1.387 -1.442 -0.50 0.32 0.24 0.119
H 4.469 -1.736 -1.942 0.96 -0.20 0.00 0.130
H 5.769 -3.560 2.328 -0.40 0.01 -0.62 0.106
H 5.329 -4.782 1.138 0.40 -1.68 -0.71 0.056
H 4.061 -3.879 1.973 0.09 -0.31 0.19 0.084
C -1.673 3.777 -5.155 0.82 0.56 -2.15 -0.095
C -1.342 2.966 -3.970 -1.49 -1.17 -0.62 -0.211
O -2.084 1.676 -4.152 1.91 0.63 0.70 -0.017
C -1.297 0.580 -4.095 2.04 1.75 0.01 -0.546
C -2.042 -0.582 -4.526 0.39 -2.53 0.42 0.015
O -0.088 0.602 -3.826 -2.27 -0.15 -0.35 0.044
H -2.753 3.912 -5.373 0.67 0.25 0.67 0.092
H -1.280 3.296 -6.085 -0.03 0.40 0.62 0.093
H -1.088 4.712 -4.987 -0.87 -0.20 -0.55 0.095
H -0.260 2.839 -3.858 -0.55 -0.27 0.32 0.122
H -1.869 3.460 -3.188 0.22 0.04 1.40 0.107
H -2.758 -0.371 -5.292 -0.41 0.27 -0.34 0.085
H -2.555 -1.036 -3.651 0.28 0.25 -0.52 0.086
H -1.278 -1.287 -4.907 -0.63 0.08 0.19 0.106
C -4.161 7.477 -0.966 -0.78 0.37 -1.90 -0.078
C -5.094 6.777 -0.017 0.85 -0.33 -0.59 -0.205
O -4.835 5.341 0.079 -0.77 0.43 -0.67 0.003
C -3.877 4.972 0.924 0.03 -1.05 1.23 -0.517
C -3.731 3.428 1.095 -1.08 0.66 -0.97 0.043
O -3.247 5.766 1.576 0.33 -0.13 -0.07 0.090
H -4.169 7.026 -1.978 -0.44 0.23 0.31 0.081
H -3.127 7.408 -0.709 0.57 0.24 0.78 0.062
H -4.505 8.546 -1.069 0.57 -0.99 0.14 0.101
H -4.908 7.246 0.901 0.05 0.19 1.73 0.093
H -6.128 6.958 -0.262 -0.33 -0.57 -0.31 0.120
H -4.527 2.974 1.690 -0.15 0.64 0.37 0.089
H -2.806 3.207 1.591 0.53 -0.07 -0.13 0.047
H -3.899 2.895 0.147 0.64 0.32 0.03 0.081
C -4.593 -4.473 3.651 0.72 -1.16 -0.80 -0.059
C -3.246 -4.111 3.049 -0.37 -0.63 -0.06 -0.225
O -3.246 -4.582 1.677 0.66 0.63 0.83 -0.038
C -2.862 -5.873 1.580 -1.27 1.31 -2.86 -0.561
C -2.765 -6.184 0.122 0.19 -2.86 -0.62 0.031
O -2.777 -6.645 2.463 0.66 -1.27 1.91 0.129
H -5.354 -4.000 3.036 -0.35 0.01 0.21 0.065
H -4.586 -4.091 4.655 -0.49 -0.08 0.59 0.072
H -4.695 -5.607 3.585 -0.08 1.59 0.42 0.104
H -3.019 -3.041 3.108 -0.05 -0.26 -0.50 0.114
H -2.460 -4.680 3.527 0.21 0.19 0.45 0.112
H -2.122 -7.084 -0.099 -0.55 0.89 0.56 0.100
H -2.406 -5.400 -0.466 0.59 1.44 -0.66 0.047
H -3.736 -6.465 -0.322 0.10 0.22 0.55 0.107
C 1.024 -2.748 -2.492 1.10 -1.29 -1.87 -0.056
C 0.030 -3.636 -1.810 -0.79 1.40 1.52 -0.208
O 0.743 -4.741 -1.208 -0.48 0.54 -0.15 -0.001
C 0.268 -5.944 -1.494 0.83 -1.68 0.47 -0.546
C 0.959 -7.033 -0.618 -0.88 0.42 -1.84 0.033
O -0.561 -6.213 -2.333 0.28 0.33 0.39 0.077
H 1.873 -2.525 -1.891 0.40 0.61 1.08 0.052
H 0.639 -1.848 -2.963 -0.24 0.07 0.16 0.061
H 1.546 -3.356 -3.293 -0.84 0.56 0.38 0.105
H -0.486 -3.092 -0.936 0.65 -0.92 -1.38 0.121
H -0.720 -4.003 -2.504 -0.01 -0.10 0.06 0.115
H 0.202 -7.811 -0.607 0.24 -0.33 0.40 0.074
H 1.242 -6.685 0.351 0.03 0.26 0.60 0.067
H 1.844 -7.410 -1.147 -0.21 0.12 0.08 0.088
F -2.239 1.211 3.737 0.44 -0.25 -0.18 0.047
C -1.221 2.065 3.466 -0.30 1.74 -0.12 -0.281
C -1.404 3.390 3.867 -1.54 -1.24 -0.06 -0.033
C -0.491 4.342 3.488 -1.34 1.44 1.67 -0.089
C 0.582 3.934 2.791 3.14 -0.50 -0.98 -0.113
C 0.877 2.612 2.464 -1.56 0.15 -0.23 -0.045
C -0.130 1.699 2.705 -0.38 -1.45 0.86 -0.019
H -2.385 3.606 4.303 0.57 0.20 0.22 0.128
H -0.626 5.386 3.869 0.17 -1.00 -0.83 0.135
H 1.375 4.580 2.497 0.31 1.01 -0.01 0.090
H 1.776 2.330 1.938 0.06 0.12 -0.02 0.092
H -0.123 0.664 2.411 0.41 -0.14 -0.21 0.093
```
Forces are in eV/Å.

The calculation puts the HOMO energy at -9.133 eV. The SMILES is CCOC(C)=O.CCOC(C)=O.CCOC(C)=O.CCOC(C)=O.CCOC(C)=O.CCOC(C)=O.CCOC(C)=O.CCOC(C)=O.CCOC(C)=O.Fc1ccccc1. The maximum force is 3.4 eV/A. As for the LUMO energy: 0.40 eV. The frontier orbital gap is 9.5 eV. As for the net charge: 0.